Entry 1
Below is a single C4H12N2O molecule, with properties calculated with the ωB97M-V functional and the def2-TZVPD basis.

## Properties
E_LUMO in Ha: 0.029
E_HOMO in eV: -8.6
2S+1: 1
SMILES string: NCNCCCO
Charge: 0
Frontier orbital gap in eV: 9.43

Element x y z (Å)
C 0.510 -0.995 0.821
C 0.557 -1.684 -0.658
C -0.211 -0.850 -1.932
O -1.554 -0.836 -1.434
N 0.180 0.439 0.506
C 0.156 1.300 1.671
N 0.119 2.703 1.211
H 1.611 -0.866 1.287
H -0.120 -1.632 1.329
H 1.466 -1.709 -1.172
H 0.204 -2.801 -0.740
H 0.201 0.191 -1.970
H -0.194 -1.377 -2.913
H -2.226 -0.405 -2.040
H -0.684 0.439 -0.024
H 1.039 1.127 2.317
H -0.808 1.049 2.216
H 0.580 2.861 0.377
H -0.826 3.045 1.149

Entry 2
Below is 2 unconnected molecules or ions with the total composition C4H12N2O, with properties calculated with the ωB97M-V functional and the def2-TZVPD basis.

## Properties
E_LUMO in Ha: 0.030
E_HOMO in eV: -8.1
2S+1: 1
SMILES string: C[NH+](C)[O-].C=NC
Charge: 0
Frontier orbital gap in eV: 8.93

Element x y z (Å)
C 2.459 -1.230 -0.241
C 1.951 0.995 0.262
C -2.122 -0.854 0.385
C -1.425 0.974 -0.777
N 1.742 -0.008 -0.481
N -1.518 0.443 0.626
O -0.310 0.349 1.300
H 1.890 -1.943 -1.039
H 3.533 -1.137 -0.553
H 2.397 -1.566 0.720
H 2.589 1.040 1.143
H 1.666 2.003 0.028
H -1.910 1.082 1.303
H -3.089 -0.813 -0.090
H -1.480 -1.341 -0.390
H -2.164 -1.491 1.248
H -2.232 1.634 -1.050
H -0.614 1.650 -0.825
H -1.363 0.211 -1.569

Entry 3
Below is 3 unconnected molecules or ions with the total composition C4H12N2O, with properties calculated with the ωB97M-V functional and the def2-TZVPD basis.

## Properties
E_LUMO in Ha: -0.163
E_HOMO in eV: -7.8
2S+1: 1
Charge: 0
Frontier orbital gap in eV: 3.33

Element x y z (Å)
C 0.823 -1.105 -0.814
C 0.107 0.092 -0.207
C 0.807 1.430 -0.341
C 0.725 2.315 0.749
N 1.411 1.748 -1.451
N -0.156 -2.159 -0.868
H 1.189 -0.856 -1.812
H 1.688 -1.324 -0.182
H -0.106 -0.119 0.843
H -0.857 0.214 -0.713
H 1.241 3.262 0.720
H 0.195 2.035 1.644
H 1.714 2.720 -1.436
H -3.224 0.533 0.353
H 0.276 -3.048 -1.087
H -3.152 -0.215 0.415
H -0.559 -2.232 0.086
H -0.919 -1.832 2.473
O -1.203 -1.458 1.629

Entry 4
Below is 2 unconnected molecules or ions with the total composition C4H12N2O, with properties calculated with the ωB97M-V functional and the def2-TZVPD basis.

## Properties
E_LUMO in Ha: 0.033
E_HOMO in eV: -9.8
2S+1: 1
SMILES string: C=NCCCN.O
Charge: 0
Frontier orbital gap in eV: 10.70

Element x y z (Å)
C 1.152 -0.289 0.353
C -0.151 0.513 0.642
C -1.004 -0.098 1.793
C -1.806 -1.854 0.593
N -1.183 -1.542 1.642
N 1.765 0.304 -0.835
H 0.905 -1.324 0.128
H 1.706 -0.183 1.295
H 0.261 1.454 1.022
H -0.646 0.671 -0.317
H -1.976 0.361 1.949
H -0.326 0.104 2.623
H -2.059 -2.852 0.266
H -2.166 -1.063 -0.073
H 2.678 -0.142 -0.899
H 2.075 1.262 -0.676
H -0.141 2.435 -3.012
H 0.901 1.349 -2.693
O 0.745 2.155 -3.208

Which is the most stable structure? entry 4 is the most stable.

Entry 1
Below is 2 unconnected molecules or ions with the total composition C4H12N2O, with properties calculated with the ωB97M-V functional and the def2-TZVPD basis.

## Properties
E_LUMO in Ha: 0.030
E_HOMO in eV: -8.7
2S+1: 1
SMILES string: CNC(C)=O.CN
Charge: 0
Frontier orbital gap in eV: 9.51

Element x y z (Å)
C 1.050 -1.410 -1.296
C 0.055 1.990 -1.123
N 0.728 -0.919 0.021
H 1.489 -0.702 0.653
H 1.282 -0.550 -1.933
H 0.200 -1.954 -1.716
H 1.939 -2.044 -1.236
H -0.551 1.306 -1.719
H 1.122 1.770 -1.171
H -0.145 2.981 -1.533
C -0.689 -1.002 1.999
C -0.600 -0.828 0.495
N -0.536 2.005 0.318
O -1.559 -1.118 -0.230
H -1.548 2.127 0.302
H -0.089 1.461 1.048
H -1.570 -0.463 2.358
H 0.191 -0.591 2.505
H -0.770 -2.060 2.257

Entry 2
Below is a molecular structure, C4H12N2O, with properties calculated with the ωB97M-V functional and the def2-TZVPD basis.

## Properties
E_LUMO in Ha: 0.027
E_HOMO in eV: -6.9
2S+1: 1
Charge: 0
Frontier orbital gap in eV: 7.62

Element x y z (Å)
C 1.017 -1.022 2.372
C 1.222 -0.682 -0.191
N 0.182 -0.567 1.263
O -0.922 -1.333 1.163
H -1.609 -0.732 0.314
H 0.452 -0.840 3.287
H 1.921 -0.415 2.399
H 1.270 -2.084 2.296
H 1.675 -1.653 0.009
H 1.966 0.105 -0.090
H 0.774 -0.759 -1.179
C -0.606 1.751 -1.996
C -1.004 1.038 -0.752
N -1.917 0.136 -0.650
H -2.350 -0.169 -1.523
H -0.573 1.364 0.185
H -1.015 1.282 -2.892
H -0.965 2.782 -1.950
H 0.481 1.798 -2.066

Entry 3
Below is 2 unconnected molecules or ions with the total composition C4H12N2O, with properties calculated with the ωB97M-V functional and the def2-TZVPD basis.

## Properties
E_LUMO in Ha: 0.032
E_HOMO in eV: -8.0
2S+1: 1
SMILES string: N/C=C/CCN.O
Charge: 0
Frontier orbital gap in eV: 8.85

Element x y z (Å)
C -0.327 1.911 -0.996
C -0.941 0.502 -1.115
C -0.452 -0.463 -0.088
C -0.672 -0.291 1.225
N 0.158 -0.589 2.322
N 1.059 1.973 -1.460
H -0.311 2.166 0.056
H -0.903 2.657 -1.530
H -2.029 0.640 -1.047
H -0.751 0.122 -2.123
H 0.344 -1.190 -0.237
H -1.456 0.410 1.512
H 0.314 0.247 2.859
H 0.973 -1.128 2.070
H 1.627 1.318 -0.937
H 1.127 1.741 -2.444
H 1.025 -3.641 -0.058
H 0.170 -3.171 1.191
O 1.044 -3.215 0.801

Which is the most stable structure? entry 1 is the most stable.

Entry 1
Below is 2 unconnected molecules or ions with the total composition C4H12N2O, with properties calculated with the ωB97M-V functional and the def2-TZVPD basis.

## Properties
E_LUMO in Ha: 0.034
E_HOMO in eV: -7.8
2S+1: 1
SMILES string: N/C=C\N.CCO
Charge: 0
Frontier orbital gap in eV: 8.68

Element x y z (Å)
C -1.698 -0.052 -0.443
C -2.153 -1.212 0.439
O -1.010 -0.479 -1.593
H -0.149 -0.852 -1.298
H -2.569 0.498 -0.809
H -1.087 0.631 0.155
H -2.803 -1.880 -0.125
H -1.291 -1.778 0.786
H -2.697 -0.832 1.303
N 1.142 2.102 0.015
N 1.762 -0.716 -0.688
C 1.466 1.091 0.927
C 1.811 -0.159 0.614
H 0.750 1.762 -0.853
H 0.583 2.841 0.410
H 1.964 -0.024 -1.401
H 2.393 -1.495 -0.791
H 1.506 1.405 1.959
H 2.078 -0.852 1.395

Entry 2
Below is a single C4H12N2O molecule, with properties calculated with the ωB97M-V functional and the def2-TZVPD basis.

## Properties
E_LUMO in Ha: 0.032
E_HOMO in eV: -8.7
2S+1: 1
SMILES string: NCCNCCO
Charge: 0
Frontier orbital gap in eV: 9.57

Element x y z (Å)
N -1.647 -2.227 -1.301
C -1.463 -1.917 0.231
C -0.138 -1.261 0.589
N -0.073 0.409 0.081
C 1.231 1.141 0.237
C 1.402 2.618 -0.127
O 0.261 3.409 0.165
H -1.839 -3.172 -1.368
H -0.640 -2.291 -1.677
H -2.234 -1.319 0.607
H -1.656 -2.814 0.834
H 0.688 -1.586 0.009
H 0.159 -1.149 1.620
H -0.805 0.238 -0.636
H 1.922 0.569 -0.169
H 1.305 1.072 1.293
H 1.456 2.670 -1.215
H 2.287 3.021 0.458
H -0.219 2.589 0.369

Entry 3
Below is a single C4H12N2O molecule, with properties calculated with the ωB97M-V functional and the def2-TZVPD basis.

## Properties
E_LUMO in Ha: 0.034
E_HOMO in eV: -8.9
2S+1: 1
SMILES string: C[C@@H](CO)NCN
Charge: 0
Frontier orbital gap in eV: 9.82

Element x y z (Å)
C 0.124 1.517 0.566
C -0.300 0.058 0.604
C -1.791 0.021 0.895
O -2.193 0.656 2.133
N -0.048 -0.708 -0.630
C 1.341 -0.556 -1.039
N 1.766 -1.591 -1.981
H 1.188 1.725 0.621
H -0.148 1.849 -0.436
H -0.335 2.273 1.221
H 0.192 -0.487 1.399
H -2.260 -0.975 0.888
H -2.195 0.602 0.024
H -1.932 -0.046 2.741
H -0.682 -0.202 -1.249
H 1.371 0.368 -1.721
H 1.991 -0.410 -0.169
H 1.145 -2.383 -1.874
H 2.765 -1.712 -1.993

Which is the most stable structure? entry 1 is the most stable.